[1]
Formula: C5H14
Source: OMol25
Level of theory: ωB97M-V with the def2-TZVPD basis set

The geometry in ORCA input format:
```
! wB97M-V def2-TZVPD RIJCOSX def2/J DEFGRID3
* xyz 0 1
C -0.02 1.61 -0.89
C 0.38 0.58 -1.93
C 1.71 -0.15 -1.63
H -0.97 2.12 -1.04
H 0.69 2.45 -0.87
H -0.07 1.14 0.09
H -0.45 -0.11 -2.05
H 0.56 1.04 -2.91
H 1.99 -0.15 -0.58
H 1.51 -1.23 -1.70
H 2.46 0.15 -2.35
C -1.27 -1.69 1.90
C -0.74 -0.30 2.33
H -2.22 -1.66 1.38
H -0.49 -2.15 1.33
H -1.34 -2.34 2.78
H -0.67 0.27 1.43
H 0.06 -0.41 3.05
H -1.52 0.17 2.95
*
```

## Properties
HOMO-LUMO gap, eV: 12.39
SMILES string: CCC.CC
ΔE to the lowest compared entry with this formula, charge and spin, kJ/mol: 64.4

***

[2]
Formula: C6H9N
Source: OMol25
Level of theory: ωB97M-V with the def2-TZVPD basis set

The geometry in ORCA input format:
```
! wB97M-V def2-TZVPD RIJCOSX def2/J DEFGRID3
* xyz 0 1
C -2.04 0.64 -0.46
N -0.74 0.73 -0.58
C 0.23 1.60 -0.20
C 0.97 -0.46 1.11
C 0.27 -1.44 0.15
C 0.24 -0.34 -0.91
C 1.26 0.51 -0.11
H -2.56 1.41 0.09
H 0.26 0.01 1.79
H -2.56 -0.20 -0.90
H 0.02 2.44 0.46
H 1.81 -0.85 1.69
H -0.69 -1.88 0.44
H 0.95 -2.23 -0.18
H 0.29 -0.56 -1.98
H 2.30 0.65 -0.41
*
```

## Properties
HOMO-LUMO gap, eV: 7.79
ΔE to the lowest compared entry with this formula, charge and spin, kJ/mol: 389.9

***

no.,DFT total energy (eV)
1,-5411.38205
2,-7854.11855